Entry 1:
Molecular formula: C6H16N2
Method: DFT, ωB97M-V/def2-TZVPD

```
24
Properties=species:S:1:pos:R:3:forces:R:3
C 1.408159 -0.282232 2.112883 4.2885 -1.8623 -3.3044
N 0.830311 -1.174031 1.049026 -2.1945 3.1215 1.4715
C -0.198902 -0.515610 0.158254 -0.3700 -0.0797 3.1176
C -0.183590 -1.169265 -1.169225 -1.4327 -2.2526 -0.6918
N -0.523890 -2.635517 -1.104056 0.4431 0.6079 1.9261
C -0.102603 1.070146 0.059811 -2.3359 -0.8499 -0.7839
C -1.622021 1.538802 -0.034047 0.0137 -3.7273 3.5105
C 0.709681 1.650847 -1.083723 -2.0284 2.8122 2.2510
H 0.816212 0.271638 2.699413 -3.4831 1.7215 1.5149
H 2.143284 0.520585 1.702528 -0.8326 -1.3223 0.4204
H 1.953058 -0.837217 2.885806 0.1963 -0.4187 -0.5873
H 1.364471 -1.802329 0.526045 1.5854 -0.7165 -0.3095
H -1.220110 -0.774469 0.700773 1.6549 0.7371 -1.1505
H -0.930353 -0.718591 -1.824188 0.4376 0.5876 -0.2048
H 0.820335 -1.177589 -1.538434 0.5759 0.6691 -0.7216
H -1.130846 -2.862127 -0.309860 0.2398 0.1516 -0.6539
H -0.825798 -3.080791 -1.942862 -0.2641 0.1617 -0.4876
H 0.196130 1.507175 0.987591 0.5986 -0.0944 0.5075
H -1.781001 2.418615 -0.501355 -0.6825 2.5727 -1.9912
H -2.426494 0.745694 -0.097125 1.0911 0.5474 -1.6112
H -1.940467 1.686973 1.010857 0.5208 0.7561 0.1780
H 0.362242 2.673168 -1.360241 0.0187 -0.3713 0.6366
H 0.560004 1.178990 -1.937582 -0.7485 -2.6428 -3.9254
H 1.722186 1.767142 -0.990298 2.7081 -0.1087 0.8889
```
Positions in Å, forces in eV/Å.

Calculated values
2S+1: 1
orbital gap: 9.26 eV
total energy: -347.6196 a.u.
E_HOMO: -0.30197 Eh
energy above the lowest of the compared OMol25 structures with the same formula, charge and spin: 276.33 kJ/mol
total charge: 0
molar mass: 116.208 g/mol
E_LUMO: 1.0 eV


Entry 2:
Molecular formula: C6H11NS
Method: DFT, ωB97M-V/def2-TZVPD

```
19
Properties=species:S:1:pos:R:3:forces:R:3
C 1.881234 -0.805623 -0.773123 -0.8436 0.7417 -0.6164
C 0.521981 -0.590067 -0.033094 1.1695 1.0582 -0.7378
C -0.070183 -1.819555 0.612576 -0.4458 -0.4647 -0.3321
C -0.005115 0.663189 0.044211 0.4332 -1.2855 -0.3087
C 0.559699 1.965078 -0.496364 0.7549 0.4548 -0.6263
N -1.257772 0.836576 0.703556 1.2010 1.2750 2.3138
C -2.438258 0.327700 0.394259 -1.1668 0.8709 1.1624
S -2.861105 -0.476984 -0.943609 -0.2797 -0.4073 -0.3697
H 2.558574 -1.238890 -0.037026 0.2091 -0.1395 -0.2397
H 2.326795 0.174834 -1.156698 -0.6469 -1.5532 0.5162
H 1.765236 -1.508888 -1.661156 0.1161 0.7953 1.1871
H -0.861788 -1.531497 1.306798 -0.0103 -0.1505 -0.1293
H -0.527473 -2.523691 -0.145971 0.4781 0.8384 0.6764
H 0.658003 -2.413305 1.202534 -0.0694 0.4754 -0.4918
H 1.719125 1.899830 -0.601501 -2.2697 0.3200 -0.0588
H 0.033064 2.242866 -1.499428 1.1232 -0.4477 1.6689
H 0.337857 2.798396 0.235027 0.2260 -0.8403 -0.7837
H -1.196696 1.360897 1.626518 -0.2204 -0.9015 -1.7761
H -3.143184 0.639142 1.222485 0.2416 -0.6394 -1.0543
```
Positions in Å, forces in eV/Å.

Calculated values
2S+1: 1
orbital gap: 8.84 eV
total energy: -688.1212 a.u.
E_HOMO: -0.30009 Eh
energy above the lowest of the compared OMol25 structures with the same formula, charge and spin: 73.50 kJ/mol
total charge: 0
molar mass: 129.228 g/mol
E_LUMO: 0.7 eV


Entry 3:
Molecular formula: CF5Li2O3P
Method: DFT, ωB97M-V/def2-TZVPD

```
12
Properties=species:S:1:pos:R:3:forces:R:3
P -1.256250 -0.152558 -0.837717 -1.7769 -0.7941 -1.4669
F -2.722893 0.222767 -0.376230 1.9948 -1.0178 0.5372
F -0.546398 -0.851437 2.617783 1.0220 -0.3608 -0.1168
F -1.498837 0.724860 -2.173404 0.3153 -0.1402 0.4315
F -1.231388 -1.416390 -1.809592 0.0530 0.8279 -0.8085
F -0.925920 -1.349616 0.224170 -0.2702 2.1137 0.3800
O -0.193267 0.961991 -0.377197 -0.2094 -1.0040 0.0757
O 1.777159 1.912264 -0.039548 0.3629 -0.1067 0.0069
C 1.123890 0.873413 0.035289 -0.3146 0.1764 0.5493
O 1.551147 -0.217038 0.481849 0.8142 -0.5414 -0.0952
Li 3.286602 0.842077 0.745933 -0.8419 0.1405 -0.2152
Li 0.636155 -1.550333 1.508663 -1.1492 0.7065 0.7221
```
Positions in Å, forces in eV/Å.

Calculated values
2S+1: 1
orbital gap: 7.72 eV
total energy: -1119.8603 a.u.
E_HOMO: -0.33489 Eh
energy above the lowest of the compared OMol25 structures with the same formula, charge and spin: 99.57 kJ/mol
total charge: 0
molar mass: 199.854 g/mol
E_LUMO: -1.4 eV


Entry 4:
Molecular formula: CHNO5
Method: DFT, ωB97M-V/def2-TZVPD

```
8
Properties=species:S:1:pos:R:3:forces:R:3
C -0.345527 -0.545490 0.654846 -2.4794 2.0755 -0.1069
N -1.325539 0.354389 0.481023 -0.4645 -3.1815 -0.6052
O 0.247119 -1.406815 1.080666 1.4180 -1.7047 0.7596
O -1.470030 1.509527 0.734971 0.0537 1.7314 0.3776
O -2.035815 -0.450311 -0.300061 0.3129 0.5854 0.3963
O 1.998262 0.251676 -0.596643 0.6318 -1.1772 -1.1886
O 0.802591 0.759606 -0.743951 0.9282 0.2715 -0.7665
H 2.128939 -0.472582 -1.310851 -0.4005 1.3995 1.1338
```
Positions in Å, forces in eV/Å.

Calculated values
2S+1: 3
orbital gap (spin up / spin down): 8.71 / 8.18 eV
total energy: -469.2966 a.u.
E_HOMO (spin up / spin down): -0.31740 / -0.39777 Eh
total charge: 0
molar mass: 107.021 g/mol
E_LUMO (spin up / spin down): 0.1 / -2.6 eV


Entry 5:
Molecular formula: CH3NO4P
Method: DFT, ωB97M-V/def2-TZVPD

```
10
Properties=species:S:1:pos:R:3:forces:R:3
C 1.737894 0.167289 -0.006724 0.3254 3.0050 0.2761
N -2.013430 0.551446 -0.002827 0.0824 1.2268 -1.4489
O 1.787303 -1.001243 -0.475035 -1.2240 -2.9603 -0.2292
O 2.700158 0.912946 -0.040808 0.3866 0.4572 0.2922
O -0.510670 -1.557869 -0.084797 -0.3224 -0.4935 -0.2297
O 0.558524 0.701445 0.468361 -0.6524 -1.6333 0.1213
P -0.868209 -0.372046 0.833297 1.0183 0.8646 0.5243
H -2.525963 1.257377 0.618542 1.3210 -1.1321 -1.7963
H -1.617697 0.832570 -0.999627 -1.4758 -0.1362 2.8098
H 0.752087 -1.491917 -0.310384 0.5409 0.8018 -0.3197
```
Positions in Å, forces in eV/Å.

Calculated values
2S+1: 1
orbital gap: 8.79 eV
total energy: -737.1266 a.u.
E_HOMO: -0.16426 Eh
energy above the lowest of the compared OMol25 structures with the same formula, charge and spin: 11.53 kJ/mol
total charge: -1
molar mass: 124.012 g/mol
E_LUMO: 4.3 eV